1.
The following is a quantum chemistry calculation of a 2-piece molecular cluster, C2H6N2O2 overall, from the Open Molecules 2025 dataset.

Element x y z (Å)
1 C -0.10658 0.12163 0.04583
2 C 0.03345 0.64669 2.26813
3 N 0.18407 -0.93617 -2.39123
4 N -0.85868 -0.94753 -1.55476
5 O 0.94132 0.52398 -0.34143
6 O -0.69321 0.08114 1.17122
7 H 1.14751 0.60664 2.01743
8 H -0.05140 0.15308 3.31701
9 H -0.35244 1.66061 2.32784
10 H 0.81849 -1.59484 -2.05388
11 H 0.57478 -0.01690 -2.87228
12 H -1.63731 -0.29832 -1.93387

Values from the calculation:
**Energy above the lowest of the compared OMol25 structures with the same formula, charge and spin**: 106.5 kcal/mol
**E_LUMO**: 0.81 eV
**F_max**: 5.46 eV Å⁻¹
**Calculated total energy**: -339.66296 Eh
**Multiplicity**: 1



2.
The following is a quantum chemistry calculation of one molecule with the formula H4N3P, from the Open Molecules 2025 dataset.

Element x y z (Å)
1 N 1.82012 -0.21877 -0.00575
2 N 0.43811 -0.15189 -0.41896
3 N -0.41630 -0.19238 0.48010
4 P -2.01887 -0.05513 -0.08376
5 H 1.97210 -0.58411 0.93009
6 H 2.40288 -0.59001 -0.73490
7 H -1.82534 0.92591 -1.06581
8 H -2.37269 0.86638 0.89899

Values from the calculation:
**SMILES**: N/N=N/P
**Energy above the lowest of the compared OMol25 structures with the same formula, charge and spin**: 13.9 kcal/mol
**E_LUMO**: 0.96 eV
**F_max**: 2.60 eV Å⁻¹
**Calculated total energy**: -507.93574 Eh
**Multiplicity**: 1



3.
The following is a quantum chemistry calculation of one molecule with the formula C6H10O, from the Open Molecules 2025 dataset.

Element x y z (Å)
1 C 2.24815 -0.07699 -0.05547
2 C 0.86756 0.45271 -0.44932
3 C -0.47820 -0.87460 1.13545
4 O -1.41227 -0.04897 1.58930
5 C -2.08943 0.56812 0.65788
6 C -1.62969 0.11348 -0.69081
7 C -0.27982 -0.56537 -0.32095
8 H 2.40849 -1.09769 -0.42307
9 H 2.39952 -0.08838 1.02997
10 H 3.02915 0.55802 -0.48391
11 H 0.87995 0.81255 -1.48657
12 H 0.61111 1.31920 0.17816
13 H 0.31502 -1.09733 1.83914
14 H -2.96863 1.10714 0.97475
15 H -2.34585 -0.57427 -1.17518
16 H -1.47569 0.94690 -1.38881
17 H -0.07938 -1.45452 -0.93056

Values from the calculation:
**Energy above the lowest of the compared OMol25 structures with the same formula, charge and spin**: 64.4 kcal/mol
**E_LUMO (spin up / spin down)**: 1.00 / 1.08 eV
**F_max**: 1.44 eV Å⁻¹
**Calculated total energy**: -309.73971 Eh
**Multiplicity**: 1



4.
The following is a quantum chemistry calculation of a 2-piece molecular cluster, C7H14N2 overall, from the Open Molecules 2025 dataset.

Element x y z (Å)
1 C -0.54691 -1.26591 0.16041
2 C -1.96418 -0.93653 -0.08666
3 C 0.05770 -1.20000 -1.26526
4 C 0.44191 -2.17932 -2.12546
5 C 1.04673 -0.16301 -2.86493
6 N 0.51058 0.07075 -1.64293
7 N 1.05029 -1.55169 -3.24091
8 H -0.21193 -0.55050 0.91763
9 H -0.37216 -2.38343 0.69345
10 H -2.19953 -1.09782 -1.16230
11 H 0.21099 -3.16794 -2.30203
12 H 1.63117 0.71064 -3.37692
13 H 0.81883 -1.99491 -4.14013
14 H -2.27126 0.10344 0.04250
15 H -2.67410 -1.62185 0.48032
16 C 0.57464 1.72717 1.87126
17 C 0.51301 2.60050 3.04282
18 H 1.01351 0.70700 2.10475
19 H -0.48044 1.52509 1.53259
20 H 1.32533 2.16335 1.15764
21 H 1.48203 2.72422 3.61531
22 H -0.13354 2.11289 3.79502
23 H 0.17732 3.66785 2.79382

Values from the calculation:
**Total charge**: -1
**Energy above the lowest of the compared OMol25 structures with the same formula, charge and spin**: 49.5 kcal/mol
**E_LUMO (spin up / spin down)**: 3.26 / 3.18 eV
**Expectation value of S²**: 0.75
**F_max**: 3.99 eV Å⁻¹
**Calculated total energy**: -384.50730 Eh
**Multiplicity**: 2



What did the third record say?
The following is a quantum chemistry calculation of one molecule with the formula C6H10O, from the Open Molecules 2025 dataset.

Element x y z (Å)
1 C 2.24815 -0.07699 -0.05547
2 C 0.86756 0.45271 -0.44932
3 C -0.47820 -0.87460 1.13545
4 O -1.41227 -0.04897 1.58930
5 C -2.08943 0.56812 0.65788
6 C -1.62969 0.11348 -0.69081
7 C -0.27982 -0.56537 -0.32095
8 H 2.40849 -1.09769 -0.42307
9 H 2.39952 -0.08838 1.02997
10 H 3.02915 0.55802 -0.48391
11 H 0.87995 0.81255 -1.48657
12 H 0.61111 1.31920 0.17816
13 H 0.31502 -1.09733 1.83914
14 H -2.96863 1.10714 0.97475
15 H -2.34585 -0.57427 -1.17518
16 H -1.47569 0.94690 -1.38881
17 H -0.07938 -1.45452 -0.93056

Values from the calculation:
**Energy above the lowest of the compared OMol25 structures with the same formula, charge and spin**: 64.4 kcal/mol
**E_LUMO (spin up / spin down)**: 1.00 / 1.08 eV
**F_max**: 1.44 eV Å⁻¹
**Calculated total energy**: -309.73971 Eh
**Multiplicity**: 1



Q: calculated total energy of number 3 (C6H10O)?
A: -309.73971 Eh